# 1
The following is a DFT calculation (ωB97M-V with the def2-TZVPD basis set) of a molecular structure, C34H53N4OP2PbS at a distorted geometry.

Geometry as XYZ:
```
96
Properties=species:S:1:pos:R:3:forces:R:3
C 0.68862 0.79921 -2.15179 0.064 0.501 -0.781
C 3.13440 1.88574 0.06773 0.081 0.139 -0.171
C -3.49853 1.99040 2.80463 -0.136 -0.006 0.140
C 0.77014 1.35578 -3.55998 -0.119 0.034 0.278
H -5.55483 -0.46440 1.46308 0.010 0.176 0.215
H -5.37819 1.87801 -1.73731 0.130 -0.176 0.239
H -0.05779 0.63777 4.20830 0.173 -0.341 0.211
H -2.03279 1.88522 -2.24873 -0.325 -0.201 0.012
H 1.12810 3.10962 -7.03142 -0.010 -0.230 0.391
H -1.84492 -3.77607 -3.74216 0.029 0.209 0.275
H 1.22782 -3.54940 -0.99929 0.166 -0.048 0.270
C 3.43465 -2.42049 1.44367 0.029 0.009 0.241
P 2.16397 -0.70502 -0.29997 0.699 0.036 -0.731
O 0.82571 3.62622 3.40097 -1.544 -2.700 -1.475
H 1.00045 0.48229 6.54590 0.177 -0.026 -0.130
C -0.36029 -2.42901 -2.93550 0.172 0.294 0.195
H -3.74592 -0.30911 4.26053 0.145 -0.091 -0.267
C -3.22533 2.91046 -0.34255 -0.197 0.107 -0.038
H -5.33510 0.22181 -1.11755 0.031 0.247 0.005
H -2.14651 3.05302 -0.17404 -0.210 0.027 -0.047
C 2.38033 -1.00362 5.71921 0.683 -0.472 0.496
H 4.01775 -2.17038 -1.87060 0.075 -0.164 0.189
H 1.14429 0.62396 -6.87596 0.018 0.119 0.332
C 1.56239 0.27056 5.63075 -0.207 0.866 0.330
H -4.18845 -1.37334 -0.42996 0.398 -0.061 0.257
C 4.85370 0.10722 0.19662 0.061 -0.120 0.108
C -5.28962 0.32397 2.18045 -0.306 -0.134 0.061
H 0.52595 3.32870 -2.75381 0.225 0.004 -0.335
C 0.70337 2.74948 -3.66133 0.039 0.344 -0.338
C 0.92909 0.58611 -4.72503 0.003 0.102 0.110
H 3.57222 -3.83260 -1.47232 0.128 0.325 0.056
S 0.02838 -1.77655 2.57133 0.020 0.374 0.262
H 0.83962 4.46836 -4.93519 -0.001 -0.256 -0.096
H 0.37878 -2.59650 -3.71937 -0.336 0.038 0.079
H 2.18883 1.13443 5.38135 -0.151 -0.095 0.191
H -4.12358 2.72910 2.28585 0.252 -0.273 0.305
H -3.22487 -2.04196 0.92639 -0.138 0.189 -0.236
H -2.13415 -0.32282 3.51692 -0.243 0.042 -0.110
H 1.86803 -0.96683 -2.72055 -0.214 0.206 0.012
C 1.04931 1.21857 -5.96614 -0.110 0.047 0.128
H -5.63119 1.58857 -0.01274 0.187 -0.102 -0.315
H 3.43345 -0.83595 5.45163 -0.288 -0.069 0.165
N 0.64781 -0.00872 4.53555 -0.331 -0.137 -0.964
C -0.05225 -1.55478 -1.88973 -0.525 -0.582 -0.087
H -5.66499 0.00236 3.16606 0.147 0.099 -0.341
H -3.74404 2.04450 3.87717 0.050 -0.033 -0.338
H 0.93281 -0.49994 -4.67214 0.055 0.176 -0.101
C -1.59900 -3.07916 -2.93863 0.354 -0.194 0.182
H 4.49646 -2.15109 1.45570 -0.366 -0.112 0.020
H 2.88030 -1.72796 2.09398 0.198 -0.170 -0.090
C -3.54364 1.45034 -0.71445 0.425 0.391 -0.074
C 0.31553 2.73081 2.89942 1.632 3.044 1.593
C 0.86241 3.38082 -4.89555 -0.160 -0.246 0.107
H 2.33542 -1.44565 6.72243 0.047 0.009 -0.343
H 3.32505 -3.42251 1.88645 0.112 0.250 -0.203
H 2.90129 1.76196 1.13663 0.135 0.070 -0.174
H -3.59014 1.26980 -2.88498 0.333 0.038 0.303
H -2.40971 0.17096 -2.15575 -0.218 0.131 -0.106
H 0.90841 -3.14533 0.72477 0.249 -0.307 -0.408
N 1.75550 -1.86567 4.72196 -0.767 -0.259 -1.367
H -3.34853 -1.49811 2.99836 -0.006 0.244 0.159
H 2.07628 -4.42316 0.30749 -0.162 0.357 -0.199
P -2.86568 0.33251 0.64923 -1.195 0.308 -0.183
H 5.59841 0.91025 0.07880 -0.237 -0.267 0.017
C 1.67753 -3.44198 -0.00453 -0.273 -0.037 0.215
H 4.86325 -3.04695 -0.56324 -0.220 0.181 -0.215
C 2.84483 -2.44108 0.01132 -0.423 -0.088 0.340
N -0.90814 -1.37242 -0.86623 -0.046 1.120 -0.282
C 3.93062 0.75148 -2.03839 -0.081 -0.043 -0.171
H -5.83432 1.24130 1.92387 0.215 -0.325 0.006
C 3.88912 -2.87257 -1.03861 0.098 -0.232 -0.306
C -3.20411 -0.45641 3.31500 0.099 -0.072 0.003
H -2.44424 2.28282 2.69005 -0.176 -0.025 0.055
C -3.19406 -1.37371 0.04994 0.534 -0.524 0.297
H -3.77509 3.25799 0.53722 0.152 -0.014 -0.368
C -2.84942 1.16980 -2.07520 0.202 -0.191 -0.085
C -3.76988 0.55501 2.30110 0.251 0.253 0.054
H 3.96424 2.60809 -0.02414 -0.344 -0.249 0.093
H 3.14634 1.30380 -2.57244 0.268 -0.142 0.079
C -2.49563 -2.82174 -1.90911 -0.068 0.372 0.017
C 1.02726 2.61646 -6.05991 -0.018 -0.033 0.421
H -3.48335 -3.27587 -1.86396 0.204 0.068 -0.206
H 4.85343 1.35219 -2.08435 -0.319 -0.183 -0.024
N 0.23444 1.56756 -1.24336 0.252 -1.019 -1.198
C 0.82750 -1.22142 3.97537 0.680 0.352 1.217
H 2.26062 2.30871 -0.44562 0.357 -0.028 0.164
C -5.05820 1.25829 -0.88587 -0.308 0.054 0.177
C -2.14668 -1.88754 -0.93088 0.197 -0.183 0.058
C 1.18328 -0.67042 -1.91949 -0.021 0.164 0.889
H 4.12462 -0.19417 -2.56522 0.016 0.324 0.120
H 5.29028 -0.81590 -0.20450 -0.106 0.288 0.123
Pb -0.12892 0.68350 0.85823 -0.214 -1.974 0.141
H 2.13938 -2.76139 4.43900 -0.191 0.276 0.131
C 3.58630 0.54347 -0.55546 -0.152 0.301 0.336
H -3.51287 3.54156 -1.19610 0.103 -0.102 0.264
H 4.66691 -0.01123 1.27066 0.106 0.034 -0.233
```
Forces are in eV/Å.

## Properties
* F_max: 3.8 eV Å⁻¹
* relative energy (zero: lowest compared OMol25 entry of this formula, charge and spin): 0.00 kJ/mol
* highest occupied orbital energy (spin up / spin down): -16.5 / -16.5 eV
* net charge: +3

# 2
The following is a DFT calculation (ωB97M-V with the def2-TZVPD basis set) of a molecular structure, C34H54CdFN5O5S5.

Geometry as XYZ:
```
105
Properties=species:S:1:pos:R:3:forces:R:3
C -1.37857 1.39048 1.98629 -0.103 0.069 0.040
H -5.14067 8.60753 4.68519 -0.002 0.000 -0.030
H -6.34837 6.97149 6.28121 0.002 -0.009 -0.018
H 3.64276 -3.33741 3.86185 0.025 -0.010 0.030
H -0.27568 4.11017 -3.19971 0.020 -0.006 -0.041
C 0.35428 -0.62765 -2.85637 0.003 0.037 0.064
H -2.42081 -2.91236 -3.69257 0.001 0.002 0.008
H 1.66372 -0.27557 5.01922 0.001 0.028 -0.012
C -3.39507 2.34919 3.13982 0.052 0.088 -0.046
H -0.39456 -2.00640 -1.65442 0.086 -0.030 -0.007
F -1.98295 6.14056 2.39813 0.006 0.006 0.002
O -1.62585 -2.20704 2.60218 -0.015 0.002 -0.052
H 3.55494 4.65047 0.30358 -0.016 0.017 0.027
H 2.80136 -2.56275 -0.14642 0.035 -0.057 -0.008
C -1.31224 -4.50915 -0.72517 0.025 -0.032 0.078
H -7.40773 7.70070 4.35808 0.010 -0.009 0.000
C -0.78122 2.01879 -3.29134 0.060 -0.014 0.044
H 3.18337 -4.74939 2.89104 0.023 -0.007 0.019
C -1.29877 -1.25170 1.90897 -0.219 0.063 0.176
S -0.86435 0.57963 -2.17764 -0.050 0.005 -0.079
H -0.24939 -4.27516 -0.65221 -0.023 0.027 0.022
H 4.72334 -3.92343 2.59694 -0.019 0.005 0.006
H -0.55249 1.65075 -4.29183 -0.006 0.022 -0.032
C -3.66908 4.75209 3.34177 0.035 -0.098 -0.052
H -6.88484 5.50523 5.43449 0.010 0.012 0.007
O -0.53454 -1.29666 0.89102 0.203 -0.001 -0.071
C -6.19447 6.34627 5.40326 0.002 -0.017 0.034
H 0.50121 -0.02365 3.70912 -0.009 -0.022 -0.029
H 3.46226 -4.14460 0.30305 0.003 -0.002 0.005
H -3.45363 -0.96353 3.23562 -0.001 0.003 -0.007
H 4.48949 1.39569 -2.45686 0.011 -0.024 0.005
C 3.48223 -3.07832 0.52650 -0.056 0.025 -0.075
C 0.17974 3.16317 -2.91114 0.045 0.015 -0.029
Cd 0.91239 0.15101 0.21454 0.047 0.368 -0.069
H -6.43260 -0.86221 4.49179 -0.006 -0.008 0.022
H -5.69462 -0.84797 2.82906 0.013 -0.025 -0.026
C -1.92125 0.10108 2.26937 0.031 -0.118 0.024
C 1.86384 4.33598 -0.99003 -0.042 0.033 -0.014
H 0.15190 -2.44329 4.23074 -0.035 0.015 0.032
H -6.36070 1.51259 2.49344 -0.002 0.014 -0.024
N -4.43943 5.83886 3.81972 -0.054 0.006 0.030
H 1.21212 -3.58712 3.44150 -0.020 0.011 0.017
C -4.73551 5.90098 5.24203 0.026 -0.011 0.098
C -5.96046 -0.28555 3.71150 0.028 0.079 0.012
S 2.74492 -0.02400 -1.64290 0.047 -0.070 -0.145
C -4.12160 3.46484 3.57487 0.067 -0.011 -0.060
S 2.94327 2.40395 0.83808 0.130 0.042 -0.033
H 2.03310 4.53638 1.16179 -0.023 -0.071 -0.004
N -6.55710 7.16353 4.18932 -0.083 -0.036 -0.021
H -0.81498 -6.36099 -1.73798 0.006 0.000 0.003
S 0.50617 3.14903 -1.13297 -0.045 0.096 -0.014
C 2.49110 -1.70446 2.23696 0.217 -0.115 0.044
H -0.07118 -1.04677 -3.77298 0.029 0.024 0.019
H -4.32305 7.10735 2.17230 0.009 0.016 0.047
N 3.05866 -2.88506 1.90091 -0.025 -0.033 -0.011
H 4.92371 2.70925 -0.47622 -0.031 0.017 0.000
H -1.67531 -4.78349 0.26232 0.021 0.039 0.010
C 1.54031 -0.28360 3.93522 0.017 0.115 0.071
N 1.88451 -1.60026 3.44169 -0.023 0.018 -0.219
C 1.74088 -0.05158 -3.15557 -0.093 0.051 0.066
C -5.04894 0.82293 4.13679 -0.097 -0.020 0.030
H 1.12515 3.08365 -3.45367 0.020 -0.038 0.063
C -2.19302 2.52756 2.44220 0.012 0.035 0.006
H -6.73871 6.51745 3.41831 -0.010 0.013 0.016
H -7.15205 1.54915 4.14146 -0.020 0.013 0.013
C -3.09089 0.02040 2.97071 0.053 -0.077 -0.031
C 3.65602 1.53617 -1.76898 -0.154 0.000 0.074
O -0.28275 1.63565 1.43594 -0.045 -0.110 0.037
C -1.75050 3.82763 2.18440 -0.082 -0.017 0.044
H 2.99242 2.30158 -2.16553 0.009 -0.074 0.000
H 4.69846 1.05495 0.05872 -0.004 0.011 0.021
C 4.18536 1.91098 -0.38398 0.029 -0.009 0.002
H 2.19777 0.46167 3.49325 -0.034 -0.010 0.024
S -2.20867 -3.01561 -1.28799 -0.016 0.025 -0.067
H 4.49596 -2.70318 0.36062 -0.001 0.014 -0.014
C -2.46705 4.90111 2.63113 0.031 -0.052 0.007
C -4.27901 7.17329 3.25983 0.045 0.078 -0.095
C -6.37772 1.14036 3.50824 0.044 -0.035 0.026
H -3.59989 -4.02049 -2.98416 0.009 0.002 -0.003
H -5.06350 3.32100 4.08260 -0.026 0.001 0.018
H -0.60905 -4.50750 -3.37461 0.003 0.007 -0.001
O 0.49343 -1.59495 -1.85378 -0.013 -0.039 -0.163
C 2.60442 4.11544 0.33260 0.025 -0.023 0.008
H 1.48404 5.35841 -1.01272 0.021 -0.001 -0.014
C -1.60961 -4.87149 -3.12474 0.015 -0.004 0.001
H 1.65270 -2.96012 5.04805 -0.020 0.010 -0.026
H -3.33297 7.65202 3.52969 -0.041 -0.011 -0.009
H -1.93772 -5.52788 -3.93073 -0.009 -0.003 -0.010
H -5.77553 8.76021 3.04147 0.010 -0.020 0.017
O 2.58029 -0.72860 1.44326 -0.107 0.006 0.183
C -5.42184 8.05458 3.79008 0.041 0.079 -0.003
C -2.56063 -3.69510 -2.94818 -0.050 -0.004 -0.011
H -4.59819 4.92686 5.70408 -0.017 0.026 -0.011
H -1.80109 2.39692 -3.33379 -0.015 -0.049 0.084
C -1.57606 -5.58133 -1.77691 -0.017 -0.016 0.003
H -2.54335 -6.05234 -1.58773 0.001 -0.001 -0.008
H -0.82805 3.97138 1.64000 0.029 0.007 -0.013
H 2.54503 4.22687 -1.83521 -0.038 -0.032 -0.016
C 1.19613 -2.71400 4.08640 0.067 -0.042 -0.001
H -4.06117 6.59865 5.75486 -0.012 -0.014 -0.005
H 2.24442 -0.67502 -3.89280 0.002 -0.052 0.031
H 1.66614 0.95708 -3.55597 0.019 0.004 -0.031
N -3.84125 1.06156 3.37822 0.015 -0.049 -0.015
C 3.67629 -3.77581 2.87022 -0.009 -0.057 0.023
H -4.93015 0.99960 5.19994 -0.010 -0.007 -0.016
```
Forces are in eV/Å.

## Properties
* F_max: 0.4 eV Å⁻¹
* relative energy (zero: lowest compared OMol25 entry of this formula, charge and spin): 0.00 kJ/mol
* highest occupied orbital energy: -11.9 eV
* net charge: +2